82
Properties=species:S:1:pos:R:3:mulliken_spin:R:1 method="wB97M-V/def2-TZVPD" molar_mass_g_mol=818.8 charge=+2 orbital_gap_ev="6.2 / 5.7" s2=3.787 homo_ev="-14.273 / -14.236" multiplicity=4 energy_ha=-2642.33103
Re -0.30205 1.00334 0.90196 2.137
C 2.82669 -0.30069 -1.69589 0.014
C 1.74323 -0.46207 -2.46618 -0.026
C 1.37112 -1.73149 -3.14269 0.007
C 1.65478 -3.02540 -2.34246 0.006
C 1.43541 -2.90416 -0.86253 -0.024
C 2.29207 -2.46284 0.05617 0.051
C 3.72499 -2.12339 -0.21330 -0.013
C 3.92941 -1.28151 -1.49117 0.010
C -1.58095 1.25789 2.58520 -0.028
H 3.00491 0.63409 -1.18248 -0.003
H 1.24681 0.41900 -2.88398 0.009
H 1.86834 -1.79746 -4.12632 0.001
H 0.30094 -1.68177 -3.35911 -0.002
H 0.94710 -3.78199 -2.71416 0.001
H 2.66069 -3.38200 -2.59585 0.000
H 0.49927 -3.36674 -0.54748 0.008
H 2.06992 -2.59231 1.11546 -0.019
H 4.34942 -3.03237 -0.28792 0.000
H 4.10745 -1.55380 0.64428 -0.001
H 4.87224 -0.72432 -1.37351 0.000
H 4.05689 -1.92637 -2.36842 0.000
H -1.03670 2.07580 3.08626 -0.023
H -1.79379 0.47151 3.31810 0.029
H -2.52342 1.63282 2.16608 0.026
P -0.68688 0.62905 -1.27686 0.253
P -0.82813 -1.09837 1.57417 0.179
C -1.07576 -1.10901 -1.26349 -0.008
C -1.12056 -1.80979 -0.07925 0.016
C -1.54982 1.33150 -2.70434 0.005
C -1.64710 0.65498 -3.93295 0.001
C -2.31361 1.27152 -4.99534 0.001
C -2.88664 2.54015 -4.83168 -0.001
C -2.79725 3.21175 -3.60676 0.000
C -2.13197 2.60111 -2.55600 0.010
C 0.96276 2.09759 -1.17505 -0.037
C 1.75326 2.18859 -0.04385 0.182
C 3.02343 2.77060 -0.10038 0.076
C 3.45474 3.31902 -1.30723 0.007
C 2.60799 3.33973 -2.42421 0.006
C 1.33488 2.74028 -2.36044 -0.012
C -2.36575 -1.76728 2.35059 -0.020
C -3.59146 -1.44960 1.73688 0.018
C -4.72006 -2.22070 2.01391 0.005
C -4.65012 -3.25189 2.96259 -0.001
C -3.47258 -3.44244 3.69585 0.001
C -2.33692 -2.68270 3.41305 -0.003
C 0.36228 -1.42423 3.00491 -0.014
C 0.73393 -0.43392 3.93247 0.020
C 1.77799 -0.65158 4.83928 0.003
C 2.50662 -1.84408 4.77598 0.007
C 2.11553 -2.85835 3.89034 0.007
C 0.97939 -2.68354 3.09019 0.007
H -1.38410 -1.56321 -2.20630 0.002
H -1.48516 -2.83835 -0.05211 0.013
H -1.20497 -0.33708 -4.03922 0.000
H -2.38098 0.75393 -5.95613 0.000
H -3.40197 3.02348 -5.66009 0.000
H -3.23492 4.19752 -3.44228 0.000
H -2.06284 3.08853 -1.59119 -0.004
H 1.48632 1.79780 0.99101 0.003
H 3.62095 2.73702 0.81690 0.003
H 4.47516 3.70533 -1.37179 0.001
H 2.93083 3.82336 -3.34780 0.000
H 0.66977 2.77840 -3.22981 -0.001
H -3.64204 -0.61963 1.02486 0.009
H -5.65184 -2.02055 1.48239 0.000
H -5.51746 -3.89035 3.14127 0.000
H -3.42968 -4.18680 4.49367 0.000
H -1.42845 -2.81099 4.00320 0.003
H 0.24998 0.54185 3.91815 -0.016
H 2.04379 0.13091 5.55749 0.000
H 3.37944 -1.97872 5.42112 0.000
H 2.70327 -3.77619 3.80428 0.000
H 0.62097 -3.49994 2.45685 0.001
F -3.09253 5.60967 0.85660 0.000
C -1.82738 5.14394 0.75771 -0.003
F -1.27712 5.66446 -0.37861 0.000
F -1.11230 5.57949 1.82278 0.000
C -1.78366 3.57023 0.64741 0.038
O -2.81775 2.95028 0.36598 0.013
O -0.60827 3.09343 0.87118 0.066